Record 1
154
Properties=species:S:1:pos:R:3:forces:R:3:lowdin_charge:R:1 method="wB97M-V/def2-TZVPD" homo_lumo_gap_ev=9.78 e_tot_ha=-2804.85785 e_above_lowest_kj_mol=430.3 total_charge=0
C 0.71108 6.39252 1.75581 -0.8 -0.2 -0.9 -0.139
C 1.78859 5.33504 1.84913 1.7 -0.6 1.2 -0.164
C 1.24658 4.29201 2.83676 -0.8 0.5 -0.4 -0.187
O -0.15647 4.53171 2.80711 0.2 -1.6 2.1 -0.168
C -0.48659 5.48465 1.87814 -1.5 0.1 -0.3 -0.257
H 0.73034 6.93667 0.81155 0.0 0.0 0.0 0.114
H 0.62466 7.12868 2.55499 0.7 -0.2 0.2 0.119
H 2.72245 5.71873 2.25997 0.2 0.1 -0.3 0.109
H 2.03608 4.76500 0.95363 -0.3 0.7 -0.5 0.114
H 1.59144 4.45951 3.85710 0.1 -0.2 0.1 0.117
H 1.36218 3.25760 2.51311 0.7 0.0 0.1 0.091
H -1.38796 5.89579 2.33270 -0.2 0.7 -0.6 0.123
H -0.75741 4.93705 0.97543 0.0 0.4 -0.7 0.108
C 2.69491 0.50156 -5.15015 1.9 2.7 0.0 -0.207
C 2.96889 -0.90625 -4.94724 1.2 -2.0 -0.8 -0.200
C 2.08534 -1.24003 -3.78815 -0.1 -0.3 -0.4 -0.229
O 0.92076 -0.47196 -4.02255 -0.9 0.0 -0.2 -0.159
C 1.26222 0.70309 -4.82982 -0.7 -0.3 1.7 -0.143
H 2.99681 0.96426 -6.08976 -0.1 -0.4 -0.3 0.125
H 3.38326 0.93760 -4.42618 -0.5 1.0 0.3 0.122
H 3.99347 -1.12338 -4.64530 0.2 0.1 -0.4 0.106
H 2.76667 -1.38896 -5.90338 -0.3 -1.0 0.3 0.126
H 2.55392 -0.98605 -2.83734 0.2 0.3 0.0 0.098
H 1.91462 -2.31569 -3.74444 -0.7 -0.1 0.0 0.121
H 1.10394 1.55254 -4.16538 -0.1 0.3 -0.3 0.116
H 0.60489 0.80065 -5.69381 -0.1 -0.3 0.0 0.119
C -3.90321 3.29144 2.86008 1.2 -1.0 0.7 -0.168
C -5.40082 3.18241 3.09419 1.0 0.1 0.3 -0.164
C -5.40467 3.07109 4.62839 -0.9 0.1 -0.2 -0.209
O -4.31512 2.18865 4.99518 -0.4 0.6 -1.6 -0.134
C -3.34020 2.24890 3.87688 -0.8 0.3 0.5 -0.159
H -3.53036 4.28473 3.10994 -0.1 0.1 -0.2 0.109
H -3.57292 2.97517 1.87065 0.0 0.4 -0.2 0.093
H -5.78584 2.25352 2.67344 -0.1 0.0 0.0 0.100
H -5.88428 4.02787 2.60472 -0.4 0.0 0.5 0.116
H -6.40054 2.76498 4.94877 0.2 -1.1 0.3 0.109
H -5.36645 4.02775 5.14939 0.9 0.4 -0.2 0.111
H -3.23893 1.30907 3.33413 -0.6 -0.5 0.3 0.098
H -2.36416 2.37029 4.34668 0.0 0.8 -0.2 0.094
C 1.16789 -3.60473 3.12819 0.0 2.5 0.5 -0.160
C 1.46388 -4.97810 3.42522 0.1 -3.2 0.5 -0.218
C 2.35393 -5.43825 2.29959 1.0 0.4 1.1 -0.174
O 3.15370 -4.26352 2.10996 1.9 -1.6 -1.1 -0.132
C 2.42850 -3.11978 2.30156 -3.2 -0.1 0.2 -0.208
H 1.16956 -2.96038 4.00734 -0.8 -0.1 0.1 0.102
H 0.19077 -3.64853 2.64712 0.1 1.0 -0.5 0.102
H 0.62286 -5.67124 3.40615 -0.4 0.3 0.5 0.121
H 2.02343 -5.12137 4.34959 -0.1 0.0 0.1 0.124
H 1.88766 -5.83303 1.39690 -0.2 0.4 -0.2 0.121
H 2.95227 -6.23092 2.74877 0.5 0.0 -0.6 0.119
H 1.95219 -2.75993 1.38956 0.7 0.5 -0.6 0.088
H 2.97469 -2.34491 2.83946 0.2 -0.1 -0.2 0.124
C 6.02490 0.74202 0.53351 -0.4 1.0 -2.4 -0.146
C 5.86660 1.65995 1.72498 -0.3 -0.5 0.7 -0.161
C 4.59749 2.48142 1.33455 0.6 -0.8 -1.2 -0.171
O 4.85895 2.78396 -0.03998 0.4 0.4 -0.9 -0.175
C 5.57506 1.72169 -0.70851 -0.8 -1.3 2.1 -0.138
H 5.31563 -0.08536 0.55478 -0.2 0.1 0.1 0.075
H 6.99064 0.27852 0.33193 0.2 0.3 0.4 0.103
H 6.81518 2.17779 1.86698 -0.4 0.8 -0.1 0.110
H 5.75299 1.04707 2.61917 -0.3 0.1 0.2 0.104
H 4.22973 3.38979 1.81174 1.0 0.3 0.3 0.107
H 3.68568 1.88426 1.34454 0.1 -0.8 0.3 0.094
H 6.30949 2.10993 -1.41418 0.4 0.2 0.6 0.107
H 4.90178 1.11056 -1.30961 -0.4 0.1 -0.1 0.089
C -1.86158 -2.94485 0.22410 0.2 0.0 -0.4 -0.156
C -2.79912 -3.88168 1.02191 -0.5 0.9 -0.2 -0.144
C -2.92800 -5.09271 0.12000 -0.9 0.9 1.5 -0.272
O -1.67302 -5.20018 -0.37616 4.0 -0.3 -2.3 -0.134
C -0.99516 -3.89300 -0.62945 -1.7 -0.4 1.3 -0.116
H -1.20917 -2.33339 0.84747 -0.3 0.1 0.1 0.094
H -2.36055 -2.29491 -0.49472 -0.5 0.1 0.5 0.077
H -3.76074 -3.42456 1.25517 0.0 0.1 0.1 0.104
H -2.33331 -4.20154 1.95401 0.1 0.1 0.0 0.106
H -3.70893 -5.00182 -0.63498 -0.1 0.1 -0.3 0.118
H -3.13574 -5.95951 0.74739 -0.1 -0.3 -0.3 0.124
H -0.95811 -3.62251 -1.68470 -0.4 -0.3 -0.2 0.094
H 0.03275 -3.79485 -0.28038 0.1 -1.2 0.2 0.098
C -5.41842 -0.33555 -0.74299 0.5 -1.3 0.4 -0.141
C -4.40879 -0.42509 -1.88666 -1.1 -1.4 -1.2 -0.181
C -4.04500 0.96351 -2.18159 0.1 0.4 0.8 -0.202
O -4.09239 1.54787 -0.86480 0.7 1.6 0.1 -0.172
C -5.04072 0.91275 0.01415 0.0 0.3 -1.6 -0.185
H -5.26853 -1.20300 -0.10021 -0.6 -0.2 -0.1 0.106
H -6.45078 -0.24194 -1.07997 0.1 -0.4 -0.1 0.116
H -4.84650 -0.83888 -2.79511 0.0 -0.5 0.1 0.115
H -3.51639 -1.01532 -1.67842 -0.2 0.0 0.4 0.087
H -4.70614 1.44233 -2.90390 -0.4 0.3 0.2 0.125
H -3.05506 0.97154 -2.63773 0.3 0.6 0.5 0.111
H -5.96568 1.48651 0.07187 0.3 0.6 0.4 0.114
H -4.60500 0.76127 1.00172 0.2 0.1 -0.1 0.108
C -2.54186 -3.85957 -5.71908 0.2 0.2 -1.3 -0.157
C -1.34410 -3.20499 -5.03095 0.7 -1.3 1.6 -0.169
C -1.79649 -1.81161 -4.69791 -0.6 -0.4 -0.8 -0.186
O -3.22885 -1.91616 -4.78838 -1.1 2.2 0.2 -0.144
C -3.73414 -3.19114 -5.04886 1.6 -1.7 0.4 -0.225
H -2.56665 -4.94492 -5.81653 0.1 0.0 0.6 0.113
H -2.55813 -3.52476 -6.75625 0.1 0.2 -0.3 0.110
H -0.34942 -3.28557 -5.46936 -0.3 0.2 -0.7 0.114
H -1.16954 -3.67084 -4.06110 -0.2 -0.6 0.2 0.093
H -1.36926 -1.12549 -5.42921 -0.5 0.4 -0.1 0.112
H -1.51507 -1.44431 -3.71100 0.0 -0.2 0.0 0.098
H -4.64360 -3.29673 -5.64032 0.1 1.0 -0.3 0.121
H -3.95631 -3.73901 -4.13312 -0.1 0.1 0.5 0.110
C 5.08646 -3.90700 -0.88750 -0.2 -0.6 2.3 -0.178
C 5.60545 -4.19220 -2.22184 1.3 -1.1 -2.3 -0.194
C 5.04650 -3.12532 -3.18985 0.7 -1.6 1.9 -0.177
O 4.67205 -2.12029 -2.24065 0.4 1.4 -1.8 -0.155
C 4.19083 -2.70403 -1.04658 -0.6 -0.1 -0.3 -0.198
H 5.83052 -3.59132 -0.15619 0.4 -0.2 -0.2 0.120
H 4.73520 -4.87065 -0.51862 -0.9 0.5 0.6 0.116
H 5.39603 -5.19884 -2.58369 -0.4 -0.1 0.1 0.112
H 6.69544 -4.19451 -2.22757 0.1 0.4 -0.1 0.111
H 4.22911 -3.51134 -3.79890 -0.4 0.2 0.2 0.112
H 5.90702 -3.00875 -3.84864 -0.3 1.7 -0.1 0.120
H 3.11970 -2.88446 -1.13736 -0.3 -0.4 -0.1 0.110
H 4.28787 -1.96201 -0.25406 0.2 0.0 0.0 0.102
C -2.84437 4.56396 -3.03455 -2.1 0.1 -1.3 -0.168
C -2.09948 4.66300 -1.69708 -0.2 0.1 -0.1 -0.140
C -1.03779 3.59967 -1.86841 1.1 -0.3 -0.6 -0.199
O -0.76558 3.62273 -3.27956 -0.1 -1.1 -0.4 -0.156
C -1.98835 3.78937 -4.03437 1.7 1.5 0.9 -0.179
H -3.14368 5.50216 -3.50179 0.7 0.6 0.3 0.103
H -3.84826 4.14130 -3.07548 -0.1 -0.7 1.1 0.097
H -2.74238 4.56929 -0.82186 0.0 -0.3 -0.1 0.105
H -1.61550 5.63668 -1.62078 0.0 0.0 -0.1 0.109
H -1.22805 2.60328 -1.46951 -1.0 -0.1 -0.5 0.078
H -0.04523 3.75191 -1.44444 0.0 0.8 0.3 0.120
H -2.37864 2.89065 -4.51195 -0.1 -0.3 0.6 0.108
H -1.70745 4.47093 -4.83728 0.0 -0.2 -0.3 0.110
C 0.15472 1.14418 5.29336 -0.1 -0.3 -1.7 -0.182
C -0.14396 0.77652 6.71418 -1.1 2.2 0.6 -0.181
C 0.18267 -0.65438 6.89030 -0.2 0.1 -0.5 -0.221
O 1.09551 -0.89772 5.84950 0.5 -2.0 -0.5 -0.151
C 1.22943 0.18256 4.90291 1.3 -0.5 1.7 -0.186
H 0.47222 2.17179 5.11639 -0.3 0.1 0.1 0.116
H -0.63513 0.87915 4.59053 -0.6 0.4 0.3 0.094
H -1.19472 0.97911 6.92141 0.0 0.2 0.4 0.118
H 0.48581 1.42991 7.31796 -0.1 -0.1 0.4 0.120
H -0.71506 -1.26245 6.77885 -0.1 -0.3 -0.1 0.118
H 0.58169 -0.83042 7.88924 0.4 -0.3 -0.1 0.120
H 1.20193 -0.15783 3.86779 -0.1 -0.1 0.2 0.094
H 2.22447 0.53065 5.18007 0.3 0.6 -0.7 0.120
N 0.87155 0.82855 1.45377 0.4 -0.8 0.3 0.058
C 1.34792 0.01797 0.47379 -0.3 0.7 0.7 -0.128
C 0.60484 -0.37858 -0.62509 -0.8 0.1 0.3 -0.046
C -0.68240 0.14684 -0.71407 0.2 -0.1 0.5 -0.080
C -1.17609 0.91872 0.31621 -0.6 0.4 1.2 -0.061
C -0.40731 1.18881 1.46793 0.8 -0.4 -2.3 -0.112
H 2.36822 -0.28157 0.66261 0.2 -0.2 -0.3 0.087
H 0.86023 -1.10156 -1.38568 0.7 0.1 0.1 0.087
H -1.31527 -0.11105 -1.55035 0.0 0.1 -0.2 0.091
H -2.17580 1.32425 0.26604 -0.2 -0.1 -0.1 0.080
H -0.74202 1.77183 2.31319 -0.2 0.1 0.0 0.089

***

Record 2
14
Properties=species:S:1:pos:R:3:forces:R:3:nbo_charge:R:1 method="wB97M-V/def2-TZVPD" homo_lumo_gap_ev=3.03 e_tot_ha=-1020.94157 e_above_lowest_kj_mol=0.0 total_charge=+2
Al 0.03530 -5.43076 -0.87173 0.0 0.0 -0.2 0.997
O 1.85206 3.20240 0.96268 0.2 0.7 1.3 -0.121
C 1.26228 2.24084 0.75498 1.6 1.1 -4.8 0.808
O 0.98897 1.52262 -0.26257 -0.2 -0.1 1.6 -0.450
B 0.02116 0.40075 0.03556 -1.2 -1.3 -1.6 1.157
O -0.16787 0.47721 1.51987 1.0 1.7 -0.4 -0.464
C 0.48672 1.44583 2.08205 -2.9 -4.3 2.8 0.797
O 0.67799 1.70373 3.18398 0.8 1.5 0.1 -0.125
O 0.53064 -0.91120 -0.34863 0.5 0.5 0.5 -0.610
C -0.28447 -1.51025 -1.19390 -0.6 0.7 0.1 0.746
O -0.22294 -2.58691 -1.66617 0.2 -0.7 0.0 -0.500
C -1.50811 -0.47693 -1.42798 0.1 0.1 0.1 0.694
O -1.21713 0.58847 -0.68448 0.7 0.5 0.7 -0.609
O -2.45462 -0.66580 -2.08368 -0.2 -0.3 -0.3 -0.320

***

Record 3
12
Properties=species:S:1:pos:R:3:forces:R:3:nbo_charge:R:1 method="wB97M-V/def2-TZVPD" homo_lumo_gap_ev=9.53 e_tot_ha=-3380.29471 e_above_lowest_kj_mol=0.0 total_charge=0
C -0.10614 0.68118 1.94804 -0.6 -1.9 -6.7 0.246
C -0.37457 0.21353 -0.15876 -0.1 1.7 3.7 -0.150
C 0.95910 0.70723 -0.67280 1.5 0.8 0.0 0.901
C -0.64395 -1.28017 -0.21675 -0.3 -1.7 0.5 0.898
N -0.00680 1.03677 3.01463 0.2 0.9 2.8 -0.392
F 1.98150 -0.00095 -0.19029 -0.3 -0.2 0.1 -0.294
F 1.15842 1.98087 -0.32143 -0.3 -0.1 0.0 -0.297
F 1.02906 0.65689 -2.00506 -0.4 -0.3 -0.1 -0.298
F -0.53105 -1.86831 0.97841 0.1 0.4 -0.2 -0.288
F -1.87293 -1.54012 -0.65933 0.0 0.2 -0.1 -0.298
F 0.20888 -1.89728 -1.03985 0.1 0.4 -0.1 -0.295
Br -1.80152 1.31036 -0.67681 0.2 -0.1 -0.1 0.267

***

Please write out number 2 again, unchanged.
14
Properties=species:S:1:pos:R:3:forces:R:3:nbo_charge:R:1 method="wB97M-V/def2-TZVPD" homo_lumo_gap_ev=3.03 e_tot_ha=-1020.94157 e_above_lowest_kj_mol=0.0 total_charge=+2
Al 0.03530 -5.43076 -0.87173 0.0 0.0 -0.2 0.997
O 1.85206 3.20240 0.96268 0.2 0.7 1.3 -0.121
C 1.26228 2.24084 0.75498 1.6 1.1 -4.8 0.808
O 0.98897 1.52262 -0.26257 -0.2 -0.1 1.6 -0.450
B 0.02116 0.40075 0.03556 -1.2 -1.3 -1.6 1.157
O -0.16787 0.47721 1.51987 1.0 1.7 -0.4 -0.464
C 0.48672 1.44583 2.08205 -2.9 -4.3 2.8 0.797
O 0.67799 1.70373 3.18398 0.8 1.5 0.1 -0.125
O 0.53064 -0.91120 -0.34863 0.5 0.5 0.5 -0.610
C -0.28447 -1.51025 -1.19390 -0.6 0.7 0.1 0.746
O -0.22294 -2.58691 -1.66617 0.2 -0.7 0.0 -0.500
C -1.50811 -0.47693 -1.42798 0.1 0.1 0.1 0.694
O -1.21713 0.58847 -0.68448 0.7 0.5 0.7 -0.609
O -2.45462 -0.66580 -2.08368 -0.2 -0.3 -0.3 -0.320